The molecule C26H34FN5O2. Source: OMol25; level of theory: wB97M-V/def2-TZVPD.

Structure (XYZ):
```
68
Properties=species:S:1:pos:R:3:forces:R:3
C -2.7506 -3.6217 -0.1238 -0.006 -0.052 -0.059
C -1.6162 -2.9033 -0.7877 -0.023 0.072 0.005
C -1.8513 -1.9443 -1.7643 0.012 -0.052 0.032
C -0.7931 -1.3207 -2.4029 0.038 0.035 -0.107
C 0.5118 -1.6360 -2.0665 -0.015 -0.016 0.003
C 0.7667 -2.5861 -1.0862 0.019 -0.095 -0.019
C 2.1844 -2.9140 -0.6915 0.093 0.120 -0.074
N 2.6378 -2.0635 0.3840 -0.181 -0.016 0.074
C 2.1486 -2.2064 1.7353 -0.092 -0.161 0.112
C 2.9838 -1.1773 2.5072 -0.174 0.119 0.251
N 4.0873 -0.9114 1.6038 0.085 -0.167 0.140
C 4.8979 0.2759 1.7986 -0.123 0.091 -0.208
C 4.0462 1.4583 1.3299 0.556 -0.191 0.082
O 3.2529 2.0093 2.0702 -0.272 0.128 0.293
N 4.1875 1.7416 0.0199 0.237 0.145 -0.387
C 3.1757 2.4997 -0.6867 -0.257 -0.049 0.070
C 2.1748 1.5456 -1.3460 -0.148 0.331 0.059
C 0.8605 2.2145 -1.7305 0.110 -0.112 -0.066
N 0.2043 2.9029 -0.6276 0.092 0.128 -0.031
C 0.0280 2.1629 0.6061 -0.073 -0.318 0.084
C -1.0355 1.0580 0.5233 0.231 0.183 0.097
N -2.2966 1.6488 0.1226 0.382 0.338 0.059
C -3.4890 1.0295 0.4509 -0.400 -0.236 0.172
C -4.7048 1.7109 0.2949 0.136 -0.062 -0.067
C -5.9030 1.1423 0.6716 -0.129 -0.275 0.081
C -5.9042 -0.1243 1.2263 0.115 -0.046 0.000
F -7.0792 -0.6883 1.6001 0.085 0.058 -0.023
C -4.7280 -0.8241 1.4055 -0.461 0.070 0.047
C -3.5327 -0.2522 1.0140 0.160 0.191 -0.163
C -2.1833 2.3887 -1.1202 0.120 0.204 -0.135
C -1.0814 3.4534 -1.0096 -0.195 -0.047 -0.090
C 3.7817 -1.3289 0.3289 0.068 -0.133 0.099
O 4.4282 -1.0813 -0.6712 0.317 0.058 -0.426
C -0.3015 -3.2108 -0.4582 0.025 0.101 -0.110
H -3.6823 -3.0770 -0.2514 -0.089 0.003 0.032
H -2.8695 -4.6111 -0.5662 -0.073 -0.070 0.028
H -2.5585 -3.7548 0.9392 -0.046 -0.022 0.098
H -2.8676 -1.6886 -2.0273 -0.114 0.025 -0.014
H -0.9888 -0.5913 -3.1764 -0.010 0.072 -0.051
H 1.3371 -1.1527 -2.5671 0.125 0.077 -0.064
H 2.8669 -2.7368 -1.5266 -0.068 -0.102 0.076
H 2.2573 -3.9655 -0.3821 0.025 0.070 -0.053
H 2.3223 -3.2277 2.1015 -0.040 0.057 -0.021
H 1.0760 -1.9968 1.7814 0.094 -0.046 0.083
H 2.4186 -0.2582 2.7070 0.040 -0.115 -0.030
H 3.3611 -1.5681 3.4555 -0.122 0.030 -0.044
H 5.8102 0.1715 1.2098 -0.018 0.028 0.087
H 5.1358 0.3648 2.8590 -0.003 0.080 -0.123
H 4.7111 1.0799 -0.5415 -0.028 -0.028 0.221
H 2.6666 3.1321 0.0423 0.101 0.006 -0.130
H 3.6581 3.1326 -1.4346 -0.074 0.050 0.050
H 1.9747 0.7185 -0.6612 0.039 -0.075 -0.007
H 2.6222 1.1152 -2.2446 -0.034 -0.109 0.011
H 1.0576 2.9796 -2.4896 -0.070 -0.082 -0.074
H 0.2213 1.4438 -2.1902 0.033 0.054 -0.058
H -0.2914 2.8896 1.3594 0.025 -0.087 0.058
H 0.9767 1.7464 0.9383 0.043 0.007 0.057
H -0.7149 0.2699 -0.1768 -0.005 -0.065 0.084
H -1.1476 0.6225 1.5170 0.027 -0.039 -0.029
H -4.7155 2.7119 -0.1065 0.021 0.095 -0.010
H -6.8326 1.6757 0.5497 -0.103 0.044 0.001
H -4.7531 -1.8108 1.8413 -0.024 -0.103 0.044
H -2.6280 -0.8251 1.1341 0.124 -0.036 -0.006
H -1.9461 1.6970 -1.9452 -0.079 0.038 -0.027
H -3.1277 2.8739 -1.3578 0.042 -0.027 -0.029
H -1.3672 4.1793 -0.2428 -0.093 0.023 -0.055
H -0.9807 3.9764 -1.9632 -0.016 0.025 -0.004
H -0.1095 -3.9634 0.2948 0.039 -0.118 0.107
```
Positions in Å, forces in eV/Å.

Values from the calculation:
**HOMO**: -7.52 eV
**Structure (SMILES)**: Cc1cccc(CN2CCN(CC(=O)NCCCN3CCN(c4ccc(F)cc4)CC3)C2=O)c1
**Energy above the lowest of the compared OMol25 structures with the same formula, charge and spin**: 24.8 kJ/mol
**Energy**: -41778.561 eV
**HOMO-LUMO gap**: 0.29975 Ha
**LUMO**: 0.632 eV